Model i:
# C5H8N2O

The molecule C5H8N2O (ωB97M-V/def2-TZVPD, OMol25).

Properties
- molar mass (u) = 112.13
- SMILES = O[C@]12C=NN[C@H](C1)C2
- E_HOMO (eV) = -8.37
- orbital gap (Eh) = 0.3326

Atoms and positions in Å:
O 1.7289 1.1208 -1.0710
C 0.7636 0.4976 -0.3547
C 0.4648 -1.0611 -0.7500
N -0.5384 -1.7156 -0.3861
N -1.3655 -1.0473 0.5471
C -0.9733 0.2263 0.9036
C -0.6775 1.2302 -0.1825
C 0.5271 0.2902 1.1992
H 1.7838 2.1094 -0.7599
H 1.0165 -1.4569 -1.5983
H -2.2527 -1.5038 0.6676
H -1.5765 0.5384 1.7217
H -0.4705 2.2554 0.0129
H -1.3536 0.9401 -0.9498
H 0.7720 1.0849 1.8386
H 0.9484 -0.6935 1.6149

---

Model ii:
# C5H8N2O

A structure of composition C5H8N2O (ωB97M-V/def2-TZVPD, OMol25).

Properties
- molar mass (u) = 112.13
- E_HOMO (eV) = -9.41
- orbital gap (Eh) = 0.3737

Atoms and positions in Å:
C 1.8753 -0.6781 0.1627
C -1.1916 -0.5734 -0.6562
C -0.6283 0.8123 -0.8242
C -0.2648 0.5617 0.7560
C -1.6449 -0.1767 0.7229
H 3.6382 0.5131 -0.5399
H 2.1862 -1.7904 0.2195
H -1.8165 -0.7758 -1.4442
H -1.1206 1.8048 -0.8781
H 0.3042 0.5565 -1.5749
H -0.1004 1.4308 1.4764
H -1.5930 -0.6854 1.6003
H -2.5810 0.5653 0.7428
N 2.5797 0.4341 -0.1044
N 0.5416 -0.6715 0.8172
O -0.1841 -1.3272 -0.4759

---

Model iii:
# C5H8N2O

A cluster of 2 separate species, C5H8N2O in total (ωB97M-V/def2-TZVPD, OMol25).

Properties
- molar mass (u) = 112.13
- SMILES = COC1=NN1.C1=CC1
- E_HOMO (eV) = -9.17
- orbital gap (Eh) = 0.3634

Atoms and positions in Å:
C 2.0294 -1.6489 -0.0236
O 1.1553 -0.5715 -0.2989
C 1.6419 0.6585 -0.1595
N 1.3553 1.8432 -0.3524
N 2.6688 1.4011 0.4141
H 1.4511 -2.3956 0.4241
H 2.9355 -1.2852 0.6052
H 2.4188 -2.0335 -1.0571
H 2.6637 1.4578 1.4051
C -3.4657 0.5307 -0.0750
C -2.4219 0.6894 0.6779
C -2.1529 0.0920 -0.6795
H -4.5500 0.4352 -0.1908
H -1.9333 1.1543 1.4226
H -2.0341 -0.9141 -0.6716
H -1.7619 0.5867 -1.4406

---

Model iv:
# C5H8N2O

A structure of composition C5H8N2O (ωB97M-V/def2-TZVPD, OMol25).

Properties
- molar mass (u) = 112.13
- E_HOMO (eV) = -7.94
- orbital gap (Eh) = 0.3006

Atoms and positions in Å:
C -2.1923 1.7288 -0.3715
C -1.0104 0.7044 -0.0905
C -0.1729 -1.2187 0.3692
C 0.7915 -0.5197 -0.2980
C 2.1605 -0.8097 0.0253
H -2.2247 2.2236 -1.2789
H -3.1306 0.9240 -0.3312
H -2.7277 2.6615 0.3805
H 0.9345 -2.4608 1.7042
H 2.8333 0.0500 -0.5699
H 2.4475 -0.4902 1.1340
H 2.7511 -1.8108 -0.3316
H 0.9189 1.2122 -1.0955
N -1.3976 -0.4118 0.4773
N 0.2088 0.6005 -0.7752
O -0.1899 -2.3833 1.0519

---

Energies relative to the most stable structure are model i 0.0000; model ii 0.1237; model iii 0.1373; model iv 0.0430, reported in hartree.

---

Model i:
# C5H8N2O

A cluster of 2 separate species, C5H8N2O in total (ωB97M-V/def2-TZVPD, OMol25).

Properties
- molar mass (u) = 112.13
- E_HOMO (eV) = -7.79
- orbital gap (Eh) = 0.1933

Atoms and positions in Å:
C -1.1046 -1.8397 -0.0670
C -0.4705 -0.5664 -0.1945
C 0.8489 -0.4615 0.1082
C 1.3961 0.6816 -0.1617
C -0.8975 0.6595 -0.6486
H -0.7571 -2.6982 -0.5604
H -1.2940 -2.2266 1.1311
H -2.3266 -1.9731 -0.2818
H 1.4875 -1.3920 0.2939
H 3.4273 1.2558 0.1378
H 2.4672 1.6560 1.6159
H -0.1114 2.5060 -0.4703
H -3.2811 0.4558 0.2423
N 2.4271 1.4167 0.4974
N 0.2690 1.4893 -0.3480
O -2.0805 1.0368 -1.2942

---

Model ii:
# C5H8N2O

The molecule C5H8N2O (ωB97M-V/def2-TZVPD, OMol25).

Properties
- molar mass (u) = 112.13
- SMILES = [H]/N=C(/C=C\N)C(C)=O
- E_HOMO (eV) = -7.54
- orbital gap (Eh) = 0.2564

Atoms and positions in Å:
H 2.7202 0.7422 -0.1955
N 1.9940 1.1120 -0.8074
C 0.9315 0.4114 -0.8514
C -0.1008 0.0942 -1.6873
C -1.1445 -0.5289 -0.9242
N -1.1522 -1.8468 -0.6267
C 0.4247 -0.0610 0.8077
C 0.0778 1.1370 1.6617
O 0.8048 -1.1134 1.2718
H -0.1902 0.4219 -2.7181
H -2.1400 -0.0819 -0.8922
H -0.2546 -2.3202 -0.6466
H -1.9032 -2.2290 -0.0646
H 0.1764 2.0806 1.1285
H 0.7131 1.1679 2.5498
H -0.9570 1.0140 1.9943

---

Energies relative to the most stable structure are model i 0.1744; model ii 0.0000, reported in hartree.

---

Model i:
# C5H8N2O

A cluster of 2 separate species, C5H8N2O in total (ωB97M-V/def2-TZVPD, OMol25).

Properties
- molar mass (u) = 112.13
- E_HOMO (eV) = -6.98
- orbital gap (Eh) = 0.2846

Atoms and positions in Å:
C 0.6446 1.2172 -0.1919
C 1.0190 1.6004 1.1674
C 0.1990 -2.1750 0.5741
C -0.2303 0.7220 -1.1138
C -0.6664 -1.0640 0.0202
N -1.4082 0.9254 -1.7286
N 1.1285 1.0328 -1.4088
O -1.8807 -1.1816 -0.0259
H -2.1527 0.3698 -1.2923
H -1.3766 0.8563 -2.7371
H 2.0768 1.3878 1.3438
H 0.8744 2.6750 1.2811
H 0.4164 1.0645 1.9003
H -0.2370 -3.1724 0.4385
H 1.1964 -2.2109 0.1353
H 0.3970 -2.0472 1.6376

---

Model ii:
# C5H8N2O

The molecule C5H8N2O (ωB97M-V/def2-TZVPD, OMol25).

Properties
- molar mass (u) = 112.13
- E_HOMO (spin up / spin down) (eV) = -7.97 / -9.30
- orbital gap (spin up / spin down) (Eh) = 0.2681 / 0.3410

Atoms and positions in Å:
C -1.4847 -0.5791 -0.4036
C -0.1122 0.6761 1.4484
C -0.0280 -0.4450 0.4000
C 0.7226 -0.2406 -0.8232
N 0.6936 1.7400 1.2161
C 0.9373 -0.2256 -2.1034
N 0.5190 -1.6524 0.6949
O -0.7665 0.5031 2.4539
H 0.6827 2.4945 1.8825
H 1.3321 1.7375 0.4376
H 0.7440 -1.6665 1.6880
H -2.1285 -0.7395 0.4584
H -1.7363 0.3302 -0.9454
H -1.4738 -1.4760 -1.0150
H 1.5320 0.5303 -2.6047
H 0.5667 -0.9870 -2.7846

---

Energies relative to the most stable structure are model i 0.0000; model ii 0.0254, reported in hartree.

---

Model i:
# C4H8NS

The ion C4H8NS with charge +1 (ωB97M-V/def2-TZVPD, OMol25).

Properties
- molar mass (u) = 102.18
- charge = +1
- E_HOMO (eV) = -14.47
- orbital gap (Eh) = 0.3748

Atoms and positions in Å:
C 0.3911 2.1291 0.6976
C 0.1827 -0.5701 -1.5862
C -0.4718 0.5222 -0.8280
C -0.1477 -1.6075 1.1141
N 0.2228 0.9633 0.2556
S -1.0412 -1.2677 -0.4394
H 0.9351 2.2234 1.6274
H 0.0563 3.0444 0.2148
H -0.0806 -0.6867 -2.6306
H 1.2201 -0.7839 -1.3594
H -1.2726 1.1032 -1.2855
H -0.2740 -2.6740 1.2908
H -0.6220 -1.0402 1.9069
H 0.9017 -1.3555 1.0219

---

Model ii:
# C4H8NS

A cluster of 2 separate species, C4H8NS in total (ωB97M-V/def2-TZVPD, OMol25).

Properties
- molar mass (u) = 102.18
- charge = +1
- E_HOMO (spin up / spin down) (eV) = -12.51 / -12.73
- orbital gap (spin up / spin down) (Eh) = 0.2596 / 0.2611

Atoms and positions in Å:
C -3.5690 0.7300 -0.2097
C -2.2721 0.7371 -0.1741
C 2.1960 -1.1955 0.0711
C 1.4359 -0.3172 0.8615
N 2.1119 0.2272 -0.2232
S -1.4395 -0.7048 0.0145
H -4.1808 1.5463 -0.6192
H -4.0524 -0.2793 0.1880
H -1.5800 1.5075 -0.5833
H 3.2121 -1.5738 0.4589
H 1.8861 -1.8821 -0.7297
H 1.6046 -0.1238 1.9605
H 3.0831 0.6259 -0.0220
H 1.5642 0.7025 -0.9933

---

Model iii:
# C4H8NS

A cluster of 2 separate species, C4H8NS in total (ωB97M-V/def2-TZVPD, OMol25).

Properties
- molar mass (u) = 102.18
- charge = +1
- E_HOMO (eV) = -14.43
- orbital gap (Eh) = 0.3303

Atoms and positions in Å:
C -0.5124 -1.2450 -1.7383
C -0.6896 -0.8547 -0.6093
C -0.4379 2.1502 -0.3704
C -0.8131 -0.3708 0.6442
N 1.1957 -1.0683 1.0625
S -0.8661 1.2425 1.0597
H -0.2289 -1.8566 -2.5606
H -1.3590 2.7423 -0.7225
H -0.2692 1.3765 -1.1873
H 0.3995 2.8761 -0.2358
H -0.8811 -1.2707 1.3598
H 1.0054 -2.0464 1.3531
H 1.6688 -0.4709 1.6796
H 1.7879 -1.2042 0.2652

---

Energies relative to the most stable structure are model i 0.0000; model ii 0.1505; model iii 0.0690, reported in hartree.

---

Model i:
# C4H8NS

A cluster of 2 separate species, C4H8NS in total (ωB97M-V/def2-TZVPD, OMol25).

Properties
- molar mass (u) = 102.18
- charge = +1
- E_HOMO (spin up / spin down) (eV) = -14.14 / -11.61
- orbital gap (spin up / spin down) (Eh) = 0.3253 / 0.1684

Atoms and positions in Å:
C 3.8825 0.6970 0.0807
C 0.6089 -0.0807 0.0724
C -3.4224 0.3385 0.1473
C -2.0374 -0.2778 -0.0471
N 4.6308 -0.2636 0.0369
S -0.6772 0.9627 -0.1287
H -3.6644 0.5331 1.1951
H -3.3836 1.3338 -0.3740
H -4.1319 -0.3675 -0.3563
H -1.9834 -0.7610 -0.9666
H -1.6249 -1.1071 0.6291
H 4.6042 -1.2585 0.0041
H 1.6820 0.1615 -0.0908
H 5.5166 0.0896 -0.2021

---

Model ii:
# C4H8NS

A cluster of 2 separate species, C4H8NS in total (ωB97M-V/def2-TZVPD, OMol25).

Properties
- molar mass (u) = 102.18
- charge = +1
- E_HOMO (eV) = -14.33
- orbital gap (Eh) = 0.3118

Atoms and positions in Å:
C -2.1392 -0.8604 -0.7327
C -1.7372 0.0907 0.2742
C 1.7268 1.2025 0.1017
C 1.3414 -0.0519 0.6953
N -1.0910 -1.2033 -0.1552
S 1.4714 -1.4962 -0.1281
H -2.5404 -0.9711 -1.6688
H -1.2695 0.9931 0.0426
H -2.3537 -0.0875 1.2719
H 1.2296 2.0760 0.6725
H 2.7948 1.3859 0.4309
H 1.8326 1.4556 -0.9213
H 0.9072 0.1068 1.6505
H 0.8564 -2.2467 0.7710

---

Energies relative to the most stable structure are model i 0.1116; model ii 0.0000, reported in hartree.

---

Model i:
# C4H8NS

A cluster of 2 separate species, C4H8NS in total (ωB97M-V/def2-TZVPD, OMol25).

Properties
- molar mass (u) = 102.18
- charge = +1
- E_HOMO (eV) = -13.14
- orbital gap (Eh) = 0.3616

Atoms and positions in Å:
C -2.3062 -1.4687 -0.8189
C -2.3295 -1.1775 0.3497
C 1.6164 -0.1530 -0.2710
C 0.9952 0.8597 0.2648
N -0.4916 0.9892 0.3123
S 3.3503 -0.5980 -0.2571
H -2.4589 -1.8707 -1.7797
H 3.9020 0.5126 -0.0533
H -2.3292 -1.2499 1.3070
H 1.0345 -0.8890 -0.8317
H 1.4613 1.7928 0.6017
H -1.1831 0.2625 -0.0894
H -0.6069 1.9309 0.0193
H -0.6542 1.0590 1.2463

---

Model ii:
# C4H8NS

The ion C4H8NS with charge +1 (ωB97M-V/def2-TZVPD, OMol25).

Properties
- molar mass (u) = 102.18
- SMILES = C#C[C@@](C)([NH3+])S
- charge = +1
- E_HOMO (eV) = -14.13
- orbital gap (Eh) = 0.3839

Atoms and positions in Å:
C 0.3596 -1.8306 1.8314
C 0.0569 -0.9280 1.1053
C 0.1568 0.1491 0.1338
C 0.5901 -0.1635 -1.2993
N -1.4051 0.6434 -0.0065
S 1.0713 1.4619 0.9910
H 0.4579 -2.7475 2.3626
H 0.1781 0.5963 -2.0187
H 0.1489 -1.0618 -1.6142
H 1.6608 -0.4242 -1.5811
H -1.3960 1.4418 -0.6306
H -1.8526 -0.2517 -0.3431
H -1.6429 0.7664 1.0051
H 1.6162 2.3484 0.0644

---

Energies relative to the most stable structure are model i 0.0446; model ii 0.0000, reported in hartree.

---

Model i:
# C4H8NS

A cluster of 2 separate species, C4H8NS in total (ωB97M-V/def2-TZVPD, OMol25).

Properties
- molar mass (u) = 102.18
- charge = +1
- E_HOMO (spin up / spin down) (eV) = -12.56 / -13.73
- orbital gap (spin up / spin down) (Eh) = 0.2845 / 0.3174

Atoms and positions in Å:
C 2.1793 1.1035 0.0055
C 1.5081 -0.0461 -0.2538
C -2.0086 -0.0827 0.0929
C 0.0728 0.0787 -0.0656
N -0.8864 -0.9600 -0.4794
S -1.0202 1.4579 -0.1482
H 3.2601 1.2800 -0.0554
H 1.6563 2.0290 0.1029
H 2.0098 -0.9923 -0.5231
H -2.9758 -0.4050 -0.3734
H -2.1348 -0.2842 1.2240
H 0.0114 -0.2286 2.0143
H -0.9399 -1.9031 -0.0282
H -0.7321 -1.0471 -1.5125

---

Model ii:
# C4H8NS

The ion C4H8NS with charge +1 (ωB97M-V/def2-TZVPD, OMol25).

Properties
- molar mass (u) = 102.18
- SMILES = SCC=[N+]1CC1
- charge = +1
- E_HOMO (eV) = -13.42
- orbital gap (Eh) = 0.3146

Atoms and positions in Å:
S -2.2106 2.2026 0.6156
C -1.1243 1.3322 -0.5499
C 0.1155 0.8046 0.5647
N 0.8045 -0.2484 0.2490
C 1.5656 -1.4135 0.5092
C 0.8810 -1.2593 -0.8042
H -2.9670 1.1642 1.0709
H -0.7956 1.9708 -1.3590
H -1.6006 0.3961 -0.9217
H 0.0977 1.2318 1.5261
H 1.0733 -1.8891 1.3463
H 2.7435 -1.3494 0.4505
H 1.4608 -1.1577 -1.6580
H -0.0438 -1.7851 -1.0398

---

Energies relative to the most stable structure are model i 0.1001; model ii 0.0000, reported in hartree.